No. 1
The following is a quantum chemistry calculation of C18H34AsN4O4PRuS4Sb as an isolated structure, from the OMol25 dataset.

Atoms and positions in Å:
Ru -0.91195 0.07170 -0.02911
O 0.53234 -1.16227 -0.97910
C 0.77064 -2.43270 -0.83897
C 1.92659 -2.96940 -1.45778
C 2.26545 -4.29973 -1.34521
C 1.45699 -5.18309 -0.62796
C 0.29940 -4.69975 -0.05729
C -0.07029 -3.35220 -0.14914
C -1.35479 -2.91903 0.39484
N -2.03044 -1.84496 -0.00302
C -3.24816 -1.87640 0.65035
C -3.30419 -2.96534 1.45085
N -2.09604 -3.61676 1.27961
H 2.55578 -2.27242 -1.99798
H 3.16978 -4.66114 -1.81947
H 1.71742 -6.22841 -0.54137
H -0.35677 -5.39733 0.45192
H -3.97528 -1.09678 0.50214
H -4.06286 -3.33102 2.11846
H -1.81041 -4.46194 1.74149
S -0.59494 3.94891 2.67141
As -1.27579 3.23192 0.84204
S -2.39433 1.28556 1.10340
S 0.30984 2.07459 -0.28756
S -2.37808 4.51160 -0.43360
N -1.22811 2.98335 -2.81339
C -1.33695 2.05028 -3.95497
P -1.89804 0.38910 -3.40539
O -3.00894 -0.11257 -4.24651
O -1.99626 0.42716 -1.90327
C -0.50808 -0.79304 -3.68577
N -1.09802 -2.03143 -3.07259
H -0.55504 2.64226 -2.05834
H -2.08953 3.14005 -2.24177
H -0.93543 3.91958 -3.08680
H -0.36113 1.97461 -4.43809
H -2.05390 2.42927 -4.68071
H 0.39129 -0.55318 -3.12234
H -0.30612 -0.98958 -4.73642
H -1.37450 -1.80758 -2.09698
H -0.43919 -2.80969 -3.03652
H -1.94640 -2.28420 -3.58601
C 5.20004 1.66519 0.51603
C 5.36475 0.13273 0.59546
C 4.36940 -0.37625 -0.44750
O 3.33470 0.59020 -0.46737
C 3.98819 1.85354 -0.41221
H 6.08585 2.15130 0.10889
H 5.01280 2.09245 1.50012
H 5.08367 -0.23236 1.58389
H 6.38317 -0.19758 0.39411
H 3.92742 -1.34121 -0.20118
H 4.84101 -0.44748 -1.43879
H 3.26101 2.58129 -0.05735
H 4.31234 2.14073 -1.42053
C -0.74027 -0.19407 3.93253
Sb 0.41696 -0.18700 2.15913
C 1.56532 -1.96806 2.42998
C 1.93438 1.19655 2.63697
H -0.13266 -0.49927 4.78362
H -1.58981 -0.86535 3.81374
H -1.10788 0.82154 4.07583
H 2.11164 -1.87657 3.36876
H 2.27244 -2.07694 1.60806
H 0.93159 -2.85231 2.46587
H 2.32438 0.94842 3.62465
H 1.51023 2.19913 2.63232
H 2.71021 1.10539 1.88052

multiplicity: 2
orbital gap (alpha / beta): 7.0 / 6.5 eV
energy above the lowest of the compared OMol25 structures with the same formula, charge and spin: 0.00 kJ/mol
HOMO level (alpha / beta): -7.043 / -7.078 eV
⟨S²⟩: 0.759

Atom charges from the Löwdin analysis, given in e for atoms 1 to 5:
1. Ru 0.4407
2. O -0.2859
3. C -0.4244
4. C -0.0339
5. C -0.0817


No. 2
The following is a quantum chemistry calculation of C5H13N3 as an isolated structure at a distorted geometry, from the OMol25 dataset.

Atoms and positions in Å:
C 0.85494 -0.34769 0.10663
C -0.49577 -0.71982 0.37996
C -1.02086 -0.50763 -1.58465
C -0.95122 0.90405 -2.10150
N 1.25010 0.99838 0.15093
N -1.31247 0.13017 1.14513
C 1.43454 -1.05837 1.97667
N 2.04701 -0.21926 2.71017
H 1.44516 -1.00527 -0.51586
H -0.69911 -1.77806 0.48332
H 0.48044 1.64609 0.29311
H 1.85558 1.27721 -0.60883
H -2.09811 -0.34862 1.56717
H -0.81122 0.65715 1.85331
H 2.11362 0.68249 2.20583
H 1.28527 -2.07958 2.37279
H -2.05024 -0.85087 -1.46371
H -0.49794 -1.22421 -2.22019
H -1.56907 1.04834 -2.99891
H -1.32696 1.61279 -1.35510
H 0.06634 1.18272 -2.39627

multiplicity: 1
orbital gap: 7.8 eV
energy above the lowest of the compared OMol25 structures with the same formula, charge and spin: 397.93 kJ/mol
HOMO level: -6.947 eV

Atom charges from the Löwdin analysis, given in e for atoms 1 to 5:
1. C -0.2882
2. C -0.3266
3. C -0.1536
4. C -0.1800
5. N 0.0634


No. 3
The following is a quantum chemistry calculation of C33H40CoN4P2S as an isolated structure at a distorted geometry, from the OMol25 dataset.

Atoms and positions in Å:
Co 0.19520 1.26402 -0.42392
C -1.71789 1.29085 -3.32999
C -1.30164 0.02348 -3.17463
C -0.35690 -0.68222 -4.07936
C 0.94840 0.13045 -4.29645
C 1.34385 0.89372 -3.05878
C 0.94667 2.12848 -2.61442
C 0.05812 3.07078 -3.39086
C -1.06928 2.37074 -4.12566
C 0.88876 1.47740 1.58963
H -2.71547 1.56199 -2.93158
H -1.96141 -0.61660 -2.60536
H -0.88968 -0.85047 -5.02363
H -0.12001 -1.69177 -3.70429
H 1.71501 -0.61375 -4.58252
H 0.84514 0.77521 -5.18422
H 2.24796 0.45870 -2.63292
H 1.62630 2.67756 -1.91587
H 0.61512 3.69152 -4.10084
H -0.35741 3.77647 -2.67374
H -1.83222 3.11528 -4.36027
H -0.74834 1.98289 -5.08495
H 0.40124 2.40452 1.89614
H 1.96412 1.66010 1.68952
H 0.69255 0.78351 2.42129
P 1.53377 -0.44116 -0.14562
P -1.39059 -0.88139 0.39405
N 3.21479 0.46669 -0.55795
N 2.26911 -1.57534 1.03208
N -2.42050 0.35257 -0.57493
N -2.84484 -1.83260 0.80178
C 0.76935 -1.65955 -1.26712
C -0.70485 -2.04022 -0.88276
C 3.21083 1.86452 -0.48148
C 4.32510 2.39005 -1.12503
C 5.09446 1.28536 -1.57969
C 4.39366 0.12754 -1.20869
C 3.09300 -1.09815 2.06683
C 3.96565 -2.11263 2.43793
C 3.67217 -3.25894 1.61622
C 2.60230 -2.92012 0.80831
C -1.67453 1.56535 -0.74091
C -2.60010 2.65202 -0.77756
C -3.89461 2.10604 -0.77586
C -3.74528 0.69411 -0.62508
C -3.89420 -2.30039 0.02286
C -4.75100 -3.06132 0.81390
C -4.18009 -3.09581 2.12949
C -3.03102 -2.32475 2.08989
H 1.39035 -2.56545 -1.31931
H 0.83279 -1.20753 -2.27370
H -1.32025 -2.12087 -1.79938
H -0.73393 -3.06265 -0.44052
H 2.45625 2.43565 0.03122
H 4.52578 3.44943 -1.24022
H 6.02257 1.32526 -2.12122
H 4.66581 -0.90337 -1.32204
H 2.98020 -0.09261 2.45046
H 4.73636 -2.04427 3.18159
H 4.16915 -4.21161 1.59950
H 2.04985 -3.49794 0.08416
H -0.91293 1.55203 -1.58279
H -2.23619 3.67954 -0.79685
H -4.83772 2.65706 -0.87645
H -4.51275 -0.04960 -0.56822
H -3.98282 -2.07939 -1.01600
H -5.67012 -3.52321 0.50865
H -4.50430 -3.62929 3.00284
H -2.33565 -2.00849 2.84848
S -1.86850 0.67363 2.64575
C -1.09673 0.30872 4.10083
C -0.41110 -0.92005 4.29933
C 0.00042 -1.27764 5.57554
C -0.13639 -0.38105 6.63978
C -0.67873 0.90097 6.41803
C -1.13090 1.25188 5.16041
H -0.23563 -1.58212 3.45754
H 0.44560 -2.26248 5.73694
H 0.18540 -0.67996 7.64958
H -0.74338 1.63830 7.22440
H -1.54331 2.24237 4.96867

multiplicity: 4
orbital gap (alpha / beta): 6.4 / 5.2 eV
energy above the lowest of the compared OMol25 structures with the same formula, charge and spin: 426.85 kJ/mol
HOMO level (alpha / beta): -6.255 / -6.709 eV
⟨S²⟩: 3.826

Atom charges from the Löwdin analysis, given in e for atoms 1 to 5:
1. Co 0.1892
2. C -0.1271
3. C -0.1454
4. C -0.1847
5. C -0.1524


No. 4
The following is a quantum chemistry calculation of C12H16ClIN2O2PTb as an isolated structure at a distorted geometry, from the OMol25 dataset.

Atoms and positions in Å:
C -3.44172 2.46794 -5.35906
C -3.55368 1.14393 -4.81108
H -4.16711 2.58988 -6.19250
H -2.40792 2.57426 -5.72381
H -3.64549 3.20185 -4.54331
O -3.81564 0.14301 -4.29314
I -2.59612 2.55498 -1.50992
Tb -0.39838 1.08170 -0.60162
P 1.39575 -0.89868 -1.69655
C 1.65860 -2.66548 -1.57872
C 1.15239 -0.66812 -3.49284
H 3.07599 0.79224 -1.33693
H 3.73145 -0.55397 -2.33984
H 3.53146 -0.75105 -0.56259
C 3.12462 -0.29188 -1.46887
H 0.93616 0.39521 -3.63943
H 2.03698 -0.95111 -4.06977
H 2.41416 -2.94871 -2.32981
H 0.72839 -3.22440 -1.75761
H 0.29224 -1.26796 -3.80169
H 2.02872 -2.89701 -0.56847
C -0.43921 -1.43865 0.25005
O -0.67972 -2.37726 0.86456
Cl 1.45977 2.77187 -0.41366
N 2.07780 0.44189 5.48449
C 1.19245 0.75836 4.78706
C 0.06600 1.08648 3.94150
C -1.15022 1.50059 4.49413
C -2.21927 1.78670 3.65343
C -2.07161 1.63222 2.27304
N -0.93384 1.10541 1.75843
C 0.12627 0.86259 2.56590
H -1.27705 1.57162 5.57928
H -3.16327 2.12708 4.08548
H -2.81471 1.91815 1.52336
H 1.02170 0.48312 2.04954

multiplicity: 7
orbital gap (alpha / beta): 7.7 / 7.7 eV
energy above the lowest of the compared OMol25 structures with the same formula, charge and spin: 0.00 kJ/mol
HOMO level (alpha / beta): -15.589 / -15.638 eV
charge: +2
⟨S²⟩: 12.688

Atom charges from the Löwdin analysis, given in e for atoms 1 to 5:
1. C 0.0536
2. C 0.0037
3. H 0.1567
4. H 0.1431
5. H 0.1147


No. 5
The following is a quantum chemistry calculation of C30H22F6I2N4O4P2ReS3Se2 as an isolated structure at a distorted geometry, from the OMol25 dataset.

Atoms and positions in Å:
Re 0.42582 1.65541 -2.91730
F -4.31877 -0.83181 -3.19058
C -4.23377 0.48561 -3.23672
F -4.72710 1.02384 -2.13926
F -4.83893 0.95738 -4.30666
S -2.45862 0.95051 -3.32569
O -1.80506 0.33088 -2.19924
O -2.38332 2.40400 -3.33426
N -1.96609 0.30638 -4.67744
S -1.19811 1.25933 -5.66117
O -0.01155 1.87206 -4.96469
O -1.91516 2.16453 -6.48296
C -0.40815 0.00938 -6.75963
F 0.41581 0.66221 -7.55217
F -1.35171 -0.58993 -7.44948
F 0.26189 -0.87019 -6.02563
I -0.16916 4.35423 -2.44693
C 1.66662 5.38323 -2.05896
I 2.70701 4.85606 -0.30830
H 1.35847 6.41871 -1.97931
H 2.30171 5.23715 -2.92096
Se 2.38995 -1.46002 2.94599
P 0.95618 0.05702 2.92154
C -0.70627 -0.43025 3.45463
C -0.90790 -1.68379 4.01723
C -2.18704 -2.07257 4.39885
C -3.25892 -1.20953 4.21734
C -3.05909 0.04617 3.65332
C -1.78500 0.44034 3.27123
C 1.41084 1.51167 3.89388
C 2.61999 2.13404 3.58563
C 3.03738 3.23460 4.31467
C 2.25689 3.71017 5.36506
C 1.06591 3.08071 5.68498
C 0.63822 1.97841 4.94913
C 0.67318 0.78831 1.26931
C 0.80292 0.34531 -0.04475
N 0.49413 1.43705 -0.82505
N 0.21282 2.46903 -0.03216
N 0.31866 2.09570 1.21199
P 0.83590 -1.22804 -0.88655
Se 1.40519 -0.58438 -2.93492
C 2.10632 -2.35968 -0.38077
C 1.75269 -3.59452 0.15095
C 2.74971 -4.46362 0.55994
C 4.08272 -4.09756 0.43628
C 4.43121 -2.86455 -0.10525
C 3.44402 -1.99035 -0.51719
C -0.75343 -2.04155 -0.84186
C -1.12396 -2.85867 -1.90867
C -2.34328 -3.51309 -1.87324
C -3.18569 -3.35271 -0.77786
C -2.80965 -2.54101 0.28439
C -1.58954 -1.88092 0.25569
H -0.06122 -2.34872 4.14714
H -2.34333 -3.04863 4.84117
H -4.25553 -1.51276 4.52003
H -3.89656 0.72151 3.51651
H -1.62791 1.42037 2.83067
H 3.23649 1.74266 2.78534
H 3.97947 3.71679 4.07807
H 2.58818 4.56705 5.93975
H 0.46347 3.44118 6.51143
H -0.29234 1.49067 5.20925
H 0.71142 -3.87139 0.25739
H 2.48448 -5.42400 0.98385
H 4.85984 -4.77763 0.76394
H 5.47308 -2.58447 -0.19662
H 3.71050 -1.02150 -0.92485
H -0.47582 -2.97098 -2.77151
H -2.64039 -4.14388 -2.70383
H -4.14155 -3.86269 -0.75625
H -3.46296 -2.41217 1.13919
H -1.31098 -1.24391 1.07789
S 3.54225 2.73462 -3.69241
C 2.13252 2.24721 -3.33250

multiplicity: 1
orbital gap (alpha / beta): 4.8 / 4.8 eV
energy above the lowest of the compared OMol25 structures with the same formula, charge and spin: 0.00 kJ/mol
HOMO level (alpha / beta): -10.313 / -10.313 eV
charge: +1

Atom charges from the Löwdin analysis, given in e for atoms 1 to 5:
1. Re 0.8755
2. F 0.1714
3. C -0.7007
4. F 0.1812
5. F 0.1838


No. 6
The following is a quantum chemistry calculation of a 2-piece molecular cluster, C6H10O overall, from the OMol25 dataset.

Atoms and positions in Å:
C 2.76968 -0.40435 -0.75471
C 1.57368 -0.29149 -0.74019
C 0.11604 -0.15847 -0.61717
C -0.55780 -1.50227 -0.95871
C -0.07083 0.36141 0.79947
C -0.12456 1.65466 1.10549
O -0.00876 -0.65254 1.70451
H 3.82848 -0.51230 -0.81079
H -0.23455 0.60839 -1.32044
H -1.62596 -1.39493 -1.17467
H -0.43108 -2.21744 -0.14234
H -0.07143 -1.91652 -1.84780
H -0.13231 2.00880 2.13308
H -0.13010 2.40540 0.32185
H 0.22493 -0.28041 2.56413
H -2.79271 0.99617 -0.38207
H -2.33272 1.29592 0.12036

multiplicity: 1
orbital gap: 9.8 eV
energy above the lowest of the compared OMol25 structures with the same formula, charge and spin: 299.87 kJ/mol
HOMO level: -8.983 eV

Atom charges from the Löwdin analysis, given in e for atoms 1 to 5:
1. C 0.1312
2. C -0.1141
3. C -0.3339
4. C -0.0500
5. C -0.4410